{"formula": "C48H108Br4N7O7", "method": "wB97M-V/def2-TZVPD", "fmax_ev_per_a": 5.2, "homo_energy_ev": -13.19, "e_tot_ev": -356429.94181, "lumo_ev": -7.61, "charge": 3, "gap_ev": 5.5839, "symbols": ["C", "C", "C", "C", "C", "C", "N", "O", "C", "C", "C", "H", "H", "H", "H", "H", "H", "H", "H", "H", "H", "H", "H", "H", "H", "H", "H", "H", "H", "C", "C", "C", "C", "C", "C", "N", "O", "C", "C", "C", "H", "H", "H", "H", "H", "H", "H", "H", "H", "H", "H", "H", "H", "H", "H", "H", "H", "H", "C", "C", "C", "C", "C", "C", "N", "O", "C", "C", "C", "H", "H", "H", "H", "H", "H", "H", "H", "H", "H", "H", "H", "H", "H", "H", "H", "H", "H", "C", "C", "C", "C", "C", "C", "N", "O", "C", "C", "C", "H", "H", "H", "H", "H", "H", "H", "H", "H", "H", "H", "H", "H", "H", "H", "H", "H", "H", "C", "C", "C", "O", "C", "N", "H", "H", "H", "H", "H", "H", "H", "H", "H", "H", "H", "H", "C", "C", "C", "O", "C", "N", "H", "H", "H", "H", "H", "H", "H", "H", "H", "H", "H", "H", "C", "C", "C", "O", "C", "N", "H", "H", "H", "H", "H", "H", "H", "H", "H", "H", "H", "H", "Br", "Br", "Br", "Br"], "xyz": [[7.6804, 13.4942, 22.3877], [6.4499, 13.2204, 21.4572], [5.7897, 14.5531, 21.0954], [6.3207, 15.1859, 19.8609], [6.2293, 14.2471, 18.6097], [7.1573, 12.9894, 18.6998], [7.0085, 12.5205, 20.1328], [7.2999, 11.3212, 20.2659], [8.6770, 13.4183, 18.5397], [6.7975, 11.8346, 17.8089], [5.4844, 12.2392, 22.0687], [8.4315, 14.1821, 21.9238], [8.1415, 12.5601, 22.6489], [7.2190, 13.9886, 23.3305], [5.9294, 15.1944, 21.9636], [4.6999, 14.4520, 20.9491], [7.2668, 15.7678, 20.0091], [5.6237, 15.9507, 19.6721], [6.4944, 14.7271, 17.6498], [5.2022, 13.8761, 18.5956], [9.3394, 12.5347, 18.6458], [8.8059, 14.1602, 19.2934], [8.8394, 13.9882, 17.5709], [5.8658, 11.3654, 18.1900], [7.4671, 11.0466, 17.8477], [6.7571, 12.1424, 16.7545], [4.5795, 12.1433, 21.4514], [5.1616, 12.6062, 23.0813], [5.8657, 11.2488, 22.2205], [10.8098, 3.4533, 23.1878], [11.1564, 3.2850, 24.6604], [12.5126, 2.5473, 24.8351], [13.3820, 2.8403, 26.1395], [13.4418, 4.3375, 26.3726], [12.0291, 4.8835, 26.7146], [11.2749, 4.6896, 25.3799], [10.9215, 5.6901, 24.8539], [12.0798, 6.3805, 27.0568], [11.3923, 4.0925, 27.8278], [10.0571, 2.6304, 25.4796], [11.6443, 3.9844, 22.6165], [9.8735, 4.0652, 23.0611], [10.6231, 2.5055, 22.6943], [13.1507, 2.9364, 24.0533], [12.3771, 1.4911, 24.6588], [14.3053, 2.2947, 25.9590], [12.8954, 2.3249, 26.9603], [13.7768, 4.8862, 25.4661], [14.1791, 4.5349, 27.1160], [12.5978, 6.9827, 26.3525], [12.7437, 6.3264, 27.9595], [11.0988, 6.8117, 27.2803], [10.3447, 4.2592, 27.9741], [12.0046, 4.2996, 28.6696], [11.4286, 3.0993, 27.5010], [9.5062, 1.8342, 24.7700], [9.2209, 3.2453, 25.8046], [10.5542, 2.0966, 26.3419], [5.8820, 7.7610, 25.8474], [5.1295, 9.0477, 26.1815], [4.4037, 9.7400, 25.0365], [3.4059, 8.7595, 24.3596], [2.1624, 8.6044, 25.3879], [2.6161, 8.2524, 26.8448], [4.1042, 8.7277, 27.2646], [4.3650, 8.6116, 28.4015], [2.8493, 6.7391, 26.8128], [1.6885, 8.5981, 28.0050], [6.2444, 10.0464, 26.7688], [6.2424, 7.1627, 26.7575], [6.6696, 8.2143, 25.1886], [5.1750, 7.1754, 25.2865], [5.2095, 10.0794, 24.3555], [3.8147, 10.4941, 25.4516], [3.7075, 7.8080, 23.8975], [2.9856, 9.3547, 23.5631], [1.4900, 7.8030, 25.0885], [1.4300, 9.5212, 25.4491], [1.8745, 6.3694, 26.6533], [3.2897, 6.2570, 27.7301], [3.4712, 6.4471, 25.9261], [1.5987, 9.6561, 28.2851], [2.1037, 8.0651, 28.8532], [0.6966, 8.2401, 27.7720], [5.6680, 10.9029, 27.1421], [6.8514, 10.2989, 25.8998], [6.8270, 9.6052, 27.6115], [16.9652, 12.5790, 21.7702], [15.6064, 11.7722, 21.5662], [14.4600, 12.7479, 22.0097], [14.0944, 13.8530, 20.9855], [14.0651, 13.2732, 19.5507], [15.2778, 12.4881, 19.0451], [15.4360, 11.4476, 20.1464], [15.3184, 10.3181, 19.8481], [16.5682, 13.4377, 18.8211], [15.0044, 11.6083, 17.8242], [15.5141, 10.4330, 22.4211], [16.7935, 13.6087, 21.7256], [17.7899, 12.2446, 21.0856], [17.2715, 12.5046, 22.8355], [14.7008, 12.9748, 23.0984], [13.5242, 12.1538, 22.0592], [14.6803, 14.7752, 20.9351], [13.0390, 14.0295, 21.1663], [14.1140, 14.0994, 18.8584], [13.1221, 12.7405, 19.3271], [17.4842, 12.9028, 18.6854], [16.5914, 14.2318, 19.5899], [16.2997, 13.9736, 17.9138], [14.1534, 10.9729, 18.0360], [15.8181, 10.9735, 17.5886], [14.7390, 12.2369, 16.9531], [16.4295, 9.8724, 22.2645], [14.6907, 9.7710, 22.3176], [15.5275, 10.6962, 23.4742], [3.6462, 16.2401, 29.3610], [4.7490, 17.2692, 29.0942], [6.0471, 16.9041, 29.8251], [7.0662, 17.8369, 29.5861], [8.2938, 17.2146, 29.9573], [5.1159, 17.3882, 27.6280], [4.4157, 17.9641, 27.1189], [5.9728, 17.9173, 27.6598], [5.3530, 16.3764, 27.2597], [3.5659, 16.1493, 30.4166], [3.9387, 15.3770, 28.7772], [2.7297, 16.7511, 29.0138], [4.3745, 18.2658, 29.3180], [6.3671, 15.9242, 29.4135], [5.8298, 16.9516, 30.9387], [9.0184, 17.4526, 29.2118], [8.1903, 16.1317, 29.9983], [8.6367, 17.5674, 30.9738], [11.1083, 6.1579, 21.1450], [11.0183, 7.5518, 20.4841], [9.9403, 7.5622, 19.3547], [8.7076, 7.2001, 19.9313], [7.5143, 7.3324, 19.1589], [10.6073, 8.5382, 21.5472], [11.1289, 8.4390, 22.4273], [10.9438, 9.4493, 21.1713], [9.5599, 8.6621, 21.6699], [12.0392, 6.0594, 21.6960], [10.9223, 5.3909, 20.3794], [10.2507, 5.9795, 21.8126], [12.0190, 7.9250, 20.1099], [10.1495, 6.8193, 18.5576], [9.9289, 8.5871, 18.8325], [7.3411, 8.3698, 18.7598], [6.6432, 6.9922, 19.7925], [7.5071, 6.6737, 18.2732], [11.3256, 13.4284, 24.4417], [10.7306, 12.3320, 25.2283], [9.3991, 12.5208, 25.8562], [9.0511, 11.3974, 26.6555], [9.2234, 11.6724, 28.0768], [10.5879, 11.0482, 24.4349], [11.4501, 10.5485, 24.1820], [9.9921, 10.3374, 24.9181], [10.1185, 11.1042, 23.5100], [10.6861, 13.7474, 23.6520], [12.2916, 13.1728, 23.9865], [11.4954, 14.3004, 25.0448], [11.5048, 12.0502, 26.0457], [8.6434, 12.5565, 25.1038], [9.4000, 13.4685, 26.4666], [9.0063, 12.7754, 28.3244], [10.3037, 11.4760, 28.3188], [8.6368, 10.9468, 28.6407], [6.6036, 14.6426, 26.8380], [7.7477, 9.8417, 23.3269], [12.7397, 8.5845, 23.9350], [10.9498, 11.5779, 21.2663]], "forces_ev_per_angstrom": [[-0.9378, 1.1386, 0.2783], [0.8708, 0.5966, -0.0143], [-0.4354, -0.8210, 0.3510], [1.2581, 0.3977, -1.3208], [0.9005, -0.4528, 0.4933], [0.7348, 1.9334, 0.2873], [1.0341, -5.0254, 0.7332], [-0.9229, 4.1512, 0.1850], [-1.0183, -0.1507, -0.9026], [-1.9458, 0.5713, -0.1579], [-1.3000, 0.1425, 0.6313], [-0.6963, -0.5015, 0.3506], [0.2925, -0.4156, 0.1706], [0.8935, -0.8124, -1.4765], [-0.0779, 0.1270, -0.0384], [0.3625, -0.3418, 0.2154], [-0.3715, -0.9944, -0.2670], [-0.8290, 1.2560, -0.5483], [-0.4200, 0.0270, 0.5717], [-0.0940, 0.1464, -0.3573], [-0.3009, 0.7543, 0.0356], [0.8131, 0.3674, 0.7746], [-0.4212, -1.0896, 0.9098], [0.0724, 0.5221, -0.7568], [1.7801, -1.2943, 0.1980], [-0.3942, 0.1294, 0.4358], [0.1388, 0.2038, 0.0888], [0.3873, -0.0502, -0.9637], [0.5834, -0.3207, 0.0650], [0.0729, 2.1217, -0.5731], [0.1857, 0.2535, 0.5503], [0.9231, 1.4519, 0.6737], [-1.7994, -1.0119, -1.5551], [-0.2138, -0.3705, -1.3477], [0.1839, 0.9143, -0.2095], [0.9132, 0.7868, -0.6460], [-0.3380, -1.0552, -0.1532], [0.4913, -1.3138, 1.3116], [-0.2759, 0.3699, -1.1701], [-0.9729, -3.1613, -0.8253], [-1.1035, -0.7286, 0.8549], [0.8594, -0.5624, 0.1541], [0.1470, -0.2953, 0.2968], [0.1214, -0.1091, -0.5486], [-0.2400, -0.3055, 0.0459], [0.3364, 0.5294, 0.1320], [0.3666, -0.0174, 0.2969], [-0.0016, -0.3687, 0.3517], [0.1792, 0.5656, 0.9396], [0.2899, 0.4485, -0.9196], [-0.8451, 0.5313, -0.4448], [0.2544, -0.1549, 0.0947], [-0.4997, 0.7750, 0.3537], [0.1871, -0.1807, 1.0477], [0.2582, -1.4131, 0.6092], [1.4777, 1.5086, 1.6572], [0.2613, 0.3666, 0.1259], [-1.1872, 0.3545, -1.0318], [-0.0077, 0.1007, 0.2474], [1.9449, 1.3685, 2.1728], [1.1405, -3.3765, -0.9116], [-2.0899, 1.3755, 1.0548], [0.1552, 1.7273, 0.3519], [0.7861, -0.1914, -0.2756], [-1.3817, -0.3638, -1.3089], [0.6003, 0.4402, -0.0465], [1.7145, -0.6991, 0.0278], [0.6784, 0.2737, -0.0254], [-1.9562, -0.8251, 0.5562], [-0.3091, 1.1848, -1.3405], [-0.2375, -1.1643, 0.4650], [0.3974, -0.7168, -0.4557], [-0.6188, 0.0719, 0.2808], [-0.6780, 1.7616, 0.3890], [0.3313, 0.3991, 0.6007], [-0.2182, -0.0854, -0.5876], [0.1497, -0.1634, -0.0627], [1.8447, -1.2689, -0.3798], [-1.0668, -0.8817, -0.0788], [-0.4777, 0.7665, -0.7596], [-0.6410, 0.1928, 0.8539], [0.2340, -0.1515, -0.4292], [-0.4687, -0.0346, 0.3558], [-0.2266, -0.2473, -0.0378], [0.6026, 0.2211, -0.0806], [0.1368, 0.1127, 0.3241], [-0.4035, 0.2217, -0.8437], [0.2976, -2.2674, 0.3322], [0.0740, 0.2421, 2.1397], [-0.5205, -0.7759, 0.2749], [0.3326, -0.9772, -0.4042], [-0.2751, 0.4143, -0.6129], [1.3082, -0.4931, 0.1737], [0.6315, 0.4443, 0.0895], [0.0658, -0.8799, 0.1783], [-2.5563, 0.0844, 0.7770], [-1.2865, 1.6563, -0.3466], [1.7561, 1.6488, -0.2962], [-0.3145, 1.6031, -0.8361], [-0.7317, 0.3563, 0.8292], [-0.1087, -0.7340, -0.6597], [-0.2033, 0.3961, -1.5196], [0.5029, -0.0072, 0.0586], [-0.0658, -0.1747, 0.6422], [-0.0360, 0.7305, 0.2439], [-0.5306, 0.6040, -0.2307], [0.5049, -0.0592, 0.3543], [0.4821, -0.2613, 0.0742], [0.3631, -0.7035, -0.2071], [0.1649, -0.1560, -0.2862], [-0.2437, -0.0618, -0.1512], [0.9452, -0.4382, -0.3340], [0.3047, -0.2148, 0.4691], [0.1668, -0.2321, -0.1409], [-0.9858, -0.1332, -0.6715], [-0.0079, 0.3857, 0.0944], [0.3923, 2.0917, -1.6626], [0.2913, 0.4119, 0.2411], [-1.1830, 0.4124, 0.8757], [0.1055, -0.4524, -0.4948], [0.4034, 0.5624, 1.3366], [-0.8557, -0.8244, 0.2672], [0.5285, -0.9980, 0.1360], [0.8163, 0.2153, -0.3250], [-0.0571, 1.1529, -0.2025], [-0.0416, -0.6901, 0.8085], [-0.5326, -0.6736, 0.3441], [0.0734, -0.8999, -0.0322], [0.2789, 0.1095, 0.5570], [-0.3591, 0.1702, 0.6878], [0.0841, -0.7749, -1.1350], [0.6514, 0.2922, -0.3855], [0.0250, -0.0387, -0.0418], [-0.3696, -0.2445, -1.0344], [-0.8547, 0.1686, -0.6346], [-0.4621, -0.6154, 0.1816], [0.2141, 0.7949, -0.9365], [-0.4824, 0.4672, 0.4928], [-0.5905, -0.0426, -0.3034], [-0.8336, 0.5741, -1.8092], [0.0425, -0.3325, 0.4453], [-0.4508, 0.2340, 0.5406], [1.1772, -0.4793, 0.1442], [0.0372, -0.2275, -0.0805], [0.7769, 0.0697, 0.1117], [0.3379, 0.5317, 0.0242], [-1.1544, -0.6323, 0.2262], [0.4802, 0.3436, 0.3765], [-0.2277, -1.1199, 0.8368], [0.2513, -0.6827, 0.6755], [1.1204, 0.6300, -0.4913], [0.3015, 0.0649, 0.2496], [0.6109, 0.5372, -0.7626], [2.0846, -2.5916, 1.5117], [-0.2554, 1.0086, 1.4427], [-0.0536, 0.7136, 1.2059], [1.3816, 0.7104, -0.5251], [-0.5709, -0.9618, -0.3924], [0.4910, 0.0655, 0.3566], [0.4861, 0.7823, 0.0876], [-0.0005, 0.7468, 0.2474], [-0.6031, 0.1666, -0.8194], [-0.2875, -0.2027, 0.1728], [0.0487, 0.3319, 0.6005], [-1.3326, 0.3393, -1.0649], [-0.6400, 0.4480, -0.6798], [-0.2281, -0.8384, -0.7294], [-0.1006, -1.8128, -0.3092], [-0.8275, 0.2688, 0.0305], [-0.1950, 0.3408, -0.0900], [-0.2560, 0.1051, -0.0228], [0.2249, -0.3660, 0.0043], [0.0389, -0.1559, 0.1158], [0.0931, 0.6273, -0.5037]]}